DFT (ωB97M-V/def2-TZVPD) results for a 15-piece molecular cluster, C27H35Cl46F3NO4 overall at a distorted geometry.

The multiplicity is 1. As for the net charge: -1. The energy comes out at -622426.941 eV. The LUMO energy is 0.042 hartree. Its maximum force is 13.653 eV Å⁻¹. The value obtained for the HOMO energy is -5.06 eV.

Geometry as XYZ:
```
116
Properties=species:S:1:pos:R:3:forces:R:3:lowdin_charge:R:1
C -0.100228 0.834212 -8.594488 -0.37 -0.17 0.18 -0.0412
C -0.152304 1.154903 -7.103832 -0.31 -0.30 -0.58 -0.3886
O -1.502149 1.571198 -6.797312 0.03 0.48 0.27 -0.0584
C 0.804721 2.285377 -6.738002 -0.72 0.08 0.34 -0.0778
C 1.532074 1.986014 -5.390748 -0.36 0.35 -1.58 -0.2526
C 2.496984 0.804621 -5.820317 0.93 -1.84 0.38 -0.6392
O 2.445795 -0.281017 -5.180731 -0.54 0.81 0.37 -0.0383
O 3.201926 0.989974 -6.817625 -0.04 0.77 -0.37 -0.0158
N 0.542426 1.581630 -4.415631 0.15 0.85 0.91 -0.0534
C 1.110752 1.105693 -3.145769 0.76 -1.19 -0.22 -0.1803
C 0.743391 -0.348628 -2.803617 -0.24 0.40 0.14 -0.1710
C 1.803008 -0.962600 -1.892148 -1.23 0.72 -0.54 -0.3013
O 1.690602 -0.341541 -0.596460 0.37 -0.34 0.12 -0.1107
C -0.497629 2.554294 -4.102433 -0.72 -0.18 0.95 -0.1787
C -1.684658 1.854615 -3.380330 -0.35 0.85 -0.44 -0.2372
C -1.799808 2.212896 -1.900008 -0.17 -1.30 -0.43 -0.5630
Cl -3.531679 2.016101 -1.385932 0.45 0.21 0.07 0.4874
C 2.300955 3.278401 -5.070906 0.39 0.11 -0.12 -0.5380
F 1.506655 4.384300 -5.125317 -0.21 -0.05 0.32 0.1055
F 3.286717 3.539808 -5.935163 0.10 -0.05 -0.07 0.1480
F 2.870148 3.294597 -3.843325 -0.16 -0.07 0.15 0.1273
H -0.189373 1.764649 -9.157796 0.25 -0.03 -0.13 0.0829
H 0.782800 0.260224 -8.869086 0.20 0.27 0.01 0.0861
H -0.971063 0.226086 -8.869248 0.05 -0.09 0.03 0.0691
H 0.043690 0.270517 -6.495581 0.26 -0.05 -0.10 0.1394
H -2.113461 1.041906 -7.312578 0.04 -0.16 -0.03 0.0704
H 1.529761 2.454467 -7.526084 0.25 -0.20 0.12 0.1195
H 0.190226 3.186504 -6.683374 0.06 0.02 0.12 0.1176
H 2.197443 1.092537 -3.236745 -0.03 0.14 -0.06 0.1086
H 0.887595 1.747084 -2.286458 -0.20 0.26 -0.20 0.1160
H 0.633322 -0.917806 -3.724054 0.19 0.06 -0.08 0.1014
H -0.217714 -0.356709 -2.275734 0.00 -0.24 0.08 0.0968
H 2.773116 -0.761524 -2.351031 0.17 -0.35 0.13 0.1131
H 1.591761 -2.027736 -1.831515 0.38 0.34 0.64 0.0051
H 2.339673 0.364669 -0.580042 0.00 0.11 0.11 0.0751
H -0.932779 3.087050 -4.938724 0.44 -0.26 -0.41 0.1039
H -0.138577 3.323173 -3.395460 0.20 0.08 -0.23 0.1120
H -2.605522 2.192388 -3.859644 0.01 0.07 -0.06 0.0884
H -1.667486 0.781472 -3.549149 0.16 -0.08 0.16 0.1068
H -1.269376 1.451471 -1.331219 0.18 0.35 0.35 0.0552
H -1.455262 3.213533 -1.669443 -0.17 0.09 0.08 0.0469
C -7.160446 -0.213039 -2.246955 0.05 0.32 -0.02 -1.5567
Cl -6.575244 1.213629 -1.402541 -0.17 0.04 -0.25 0.4898
Cl -8.938618 -0.249785 -2.249119 -0.04 -0.08 -0.15 0.5135
Cl -6.521391 -0.273669 -3.887015 -0.21 0.12 -0.02 0.5313
H -6.819629 -1.088779 -1.713316 -0.06 -0.05 0.01 -0.0560
C -7.430534 0.202897 2.382896 0.24 0.07 -0.32 -1.5207
Cl -8.380335 -0.242965 0.964249 -0.37 -0.16 0.32 0.5113
Cl -5.742239 0.346448 1.898857 -0.06 -0.04 0.18 0.4917
Cl -8.013305 1.712115 3.091809 -0.01 -0.05 0.01 0.5281
H -7.521705 -0.578636 3.125729 0.01 0.01 0.00 0.0129
C -5.682748 -4.225814 -3.222314 -0.07 0.08 -0.08 -1.5358
Cl -5.062828 -2.815223 -2.368214 0.31 -0.28 0.17 0.5597
Cl -7.447044 -4.249860 -3.171533 -0.03 0.35 -0.20 0.4967
Cl -5.104070 -4.255737 -4.887415 0.01 -0.02 0.03 0.5452
H -5.316940 -5.112112 -2.719288 -0.02 -0.01 0.00 -0.0427
C -3.196713 5.130958 1.315734 -0.03 -0.23 -0.18 -1.5466
Cl -3.102851 6.315229 -0.000374 0.15 -0.19 -0.04 0.5042
Cl -4.753972 4.298759 1.318507 0.05 0.00 0.03 0.4945
Cl -1.883695 3.962692 1.184585 0.11 0.13 0.04 0.5343
H -3.088723 5.657593 2.254760 -0.04 0.04 -0.02 -0.0020
C -6.451955 8.026235 2.941090 0.02 -0.08 -0.05 -1.5336
Cl -5.165957 7.661480 1.789839 -0.26 0.31 0.18 0.5227
Cl -7.977723 8.315107 2.102386 0.02 0.03 0.02 0.5257
Cl -6.624179 6.719392 4.117101 0.02 0.03 0.01 0.5197
H -6.185324 8.927987 3.475962 -0.02 -0.01 0.01 0.0092
C -6.601647 -6.568940 0.035609 -0.03 0.10 -0.04 -1.5282
Cl -7.460362 -6.933261 -1.462710 0.05 -0.35 0.24 0.5153
Cl -4.865623 -6.427530 -0.257529 -0.01 -0.03 0.01 0.5473
Cl -7.230048 -5.092023 0.768566 0.01 -0.03 0.00 0.5279
H -6.761237 -7.385583 0.726691 0.01 0.00 0.00 0.0091
C -2.679793 0.419502 4.572828 0.02 -0.03 -0.30 -1.5304
Cl -2.978708 1.537945 3.243691 0.09 0.05 0.21 0.4922
Cl -4.166968 -0.383159 5.092801 -0.01 0.03 0.09 0.5090
Cl -1.472868 -0.770245 4.085211 -0.01 -0.04 0.13 0.5176
H -2.293772 0.983968 5.410990 0.02 -0.03 0.01 0.0135
C 3.423415 -4.699619 -3.142616 -0.15 -0.14 0.48 -1.4463
Cl 4.197168 -4.673215 -1.552556 -6.77 -11.85 0.34 0.3885
Cl 3.347202 -6.352228 -3.768944 0.12 0.08 -0.07 0.5318
Cl 1.821948 -3.979954 -3.065164 0.14 -0.45 -0.28 0.6379
H 4.024573 -4.108039 -3.821173 0.15 0.19 -0.11 0.0211
C 2.589191 -0.694066 3.635046 -0.09 0.13 0.03 -1.5479
Cl 1.843113 0.893751 3.462684 0.03 -0.03 -0.02 0.5273
Cl 4.347650 -0.560195 3.632736 0.02 -0.03 0.07 0.5063
Cl 2.016964 -1.497166 5.102656 0.05 -0.03 -0.03 0.5109
H 2.302689 -1.298130 2.783880 0.01 0.01 -0.05 -0.0191
C 7.902520 0.835872 4.514030 0.04 0.07 -0.11 -1.5540
Cl 8.521213 -0.600503 5.338386 -0.04 -0.05 0.01 0.5203
Cl 8.788681 2.273797 5.021009 -0.03 -0.01 0.02 0.5330
Cl 7.985863 0.632220 2.766326 -0.01 0.01 0.06 0.5238
H 6.863614 0.961691 4.791743 0.00 -0.02 0.02 -0.0063
C 5.136105 -2.818618 0.062049 -0.16 0.30 0.03 -1.4732
Cl 5.944504 -1.371057 0.668699 -0.06 -0.30 -0.21 0.5223
Cl 3.447263 -2.859742 0.581446 -0.05 0.34 0.49 0.5690
Cl 5.241880 -2.906613 -1.694519 6.76 11.42 -1.16 0.4348
H 5.637321 -3.683415 0.475539 0.09 -0.10 0.08 0.0165
C 9.245868 -2.992873 8.222549 -0.10 -0.15 0.06 -1.5463
Cl 10.497572 -2.990773 9.469316 0.05 0.12 -0.03 0.5549
Cl 8.867613 -4.640119 7.725257 0.02 0.04 -0.02 0.5441
Cl 7.797105 -2.165261 8.794541 -0.01 0.02 -0.05 0.5314
H 9.625511 -2.456433 7.362693 0.02 0.03 0.03 -0.0190
C 5.569376 -0.436129 11.679670 -0.08 0.04 0.05 -1.5634
Cl 3.946729 -1.012695 11.297413 0.04 -0.01 -0.02 0.5234
Cl 5.650021 1.323272 11.576456 0.02 -0.03 -0.02 0.5227
Cl 6.073367 -0.994175 13.275929 0.02 -0.01 -0.03 0.5201
H 6.252643 -0.847234 10.949347 0.03 -0.01 0.01 -0.0348
C -10.357557 2.247223 -4.723751 0.04 0.11 -0.03 -1.5644
Cl -9.763530 3.686827 -3.894403 0.00 -0.10 0.01 0.5216
Cl -12.124942 2.201674 -4.704996 0.00 -0.04 0.02 0.5087
Cl -9.750505 2.186920 -6.378924 0.00 -0.03 0.02 0.5203
H -9.991359 1.375304 -4.196466 0.01 0.04 -0.01 -0.0522
C 12.175110 -5.621565 11.441468 0.06 -0.07 0.04 -1.5718
Cl 12.581695 -5.044459 13.059398 -0.02 0.02 -0.02 0.5202
Cl 13.593969 -5.597292 10.393091 -0.03 0.02 -0.01 0.5182
Cl 11.474293 -7.238941 11.510658 -0.01 0.03 -0.01 0.5236
H 11.436867 -4.952423 11.020987 -0.01 -0.04 0.01 -0.0609
```
Positions in Å, forces in eV/Å.

DFT (ωB97M-V/def2-TZVPD) results for a 4-piece molecular cluster, C2H12NO3 overall at a distorted geometry.

The multiplicity is 2. As for the net charge: 0. The energy comes out at -9897.735 eV. The LUMO energy (spin up / spin down) is 0.016 / 0.016 hartree. Its maximum force is 5.228 eV Å⁻¹. The value obtained for the HOMO energy (spin up / spin down) is -4.79 / -9.69 eV. The calculation puts the energy above the lowest of the compared OMol25 structures with the same formula, charge and spin at 1.575 eV.

Geometry as XYZ:
```
18
Properties=species:S:1:pos:R:3:forces:R:3:lowdin_charge:R:1
C 0.330759 -0.597320 -0.844480 2.68 -0.67 -3.57 -0.1025
C -0.872032 1.490862 -0.840933 -2.12 4.51 1.59 -0.1191
N -0.212437 0.588432 -1.489132 0.46 -4.26 2.19 -0.1287
H 0.107199 -1.446909 -1.518896 0.45 0.27 -0.50 0.0852
H -0.187203 -1.042739 -0.082244 -1.02 0.26 2.78 0.0138
H 1.493153 -0.575079 -0.814004 -2.20 0.11 0.69 0.0863
H -1.308049 1.291927 0.095933 -0.24 -0.58 0.82 0.0115
H -1.135012 2.495134 -1.201720 0.49 -0.75 -0.41 0.0439
H 0.215985 0.710661 -2.309718 1.56 1.18 -3.61 0.0681
H -0.734058 -0.640752 3.613004 0.27 0.09 0.08 0.0150
H -0.470645 -0.051789 5.017214 1.19 -0.46 -2.05 0.0803
O -0.009093 -0.266144 4.133853 -1.45 0.36 2.01 -0.0970
H 3.455826 1.013448 -2.326745 0.69 0.04 -0.12 0.0406
H 3.875355 -0.094993 -1.280022 1.69 -0.60 0.30 0.0166
O 3.183319 0.402143 -1.650241 -2.14 0.67 -0.31 -0.0318
H -3.200195 -1.564981 0.308535 0.53 0.43 0.14 0.0594
H -2.039579 -0.805911 1.002826 0.38 0.01 1.16 0.0038
O -2.493294 -0.905990 0.186771 -1.21 -0.62 -1.19 -0.0454
```
Positions in Å, forces in eV/Å.

DFT (ωB97M-V/def2-TZVPD) results for FH8HfO4 as an isolated structure at a distorted geometry.

The multiplicity is 1. As for the net charge: +3. The energy comes out at -12303.323 eV. The LUMO energy is -0.687 hartree. Its maximum force is 7.761 eV Å⁻¹. The value obtained for the HOMO energy is -21.60 eV. The calculation puts the energy above the lowest of the compared OMol25 structures with the same formula, charge and spin at 0.628 eV.

Geometry as XYZ:
```
14
Properties=species:S:1:pos:R:3:forces:R:3:lowdin_charge:R:1
Hf 24.419014 10.357393 -2.293405 -4.36 6.16 -1.81 2.4874
F 23.309814 12.347183 -2.434969 3.02 -4.54 0.26 -0.4087
O 23.162060 14.958915 -0.890145 0.03 -0.38 -0.09 0.1645
H 23.095999 14.194810 -1.481833 0.01 0.23 0.06 0.0143
H 22.334806 14.958716 -0.377734 -0.05 0.34 0.15 0.1179
O 25.458562 11.501532 -4.164659 -1.05 -1.21 1.74 -0.0575
H 25.236873 12.444695 -4.283033 -0.06 0.28 0.22 0.1267
H 25.783276 11.207690 -5.038669 0.26 -0.41 -0.07 0.1512
O 22.008844 10.182848 -1.739935 2.23 -0.57 -0.03 -0.0660
H 21.574236 9.650620 -1.047020 0.02 -0.39 0.06 0.1418
H 21.336793 10.829746 -2.018492 0.14 0.33 -0.29 0.1247
O 21.712991 14.055317 -4.162785 0.26 -0.21 0.29 0.1148
H 22.043467 13.525644 -3.422279 -0.26 0.16 -0.23 0.0021
H 21.902335 13.532981 -4.956292 -0.21 0.21 -0.27 0.0868
```
Positions in Å, forces in eV/Å.

DFT (ωB97M-V/def2-TZVPD) results for ClNO2S as an isolated structure at a distorted geometry.

The multiplicity is 1. As for the net charge: 0. The energy comes out at -28937.574 eV. The LUMO energy is -0.127 hartree. Its maximum force is 3.415 eV Å⁻¹. The value obtained for the HOMO energy is -11.17 eV. The calculation puts the energy above the lowest of the compared OMol25 structures with the same formula, charge and spin at 1.863 eV.

Geometry as XYZ:
```
5
Properties=species:S:1:pos:R:3:forces:R:3:lowdin_charge:R:1
N -0.808359 -0.079199 0.013477 1.77 0.41 -0.33 -0.8073
O -1.761539 0.629977 -0.143782 -1.46 0.40 0.07 -0.0005
O -0.682422 -1.241775 0.101501 -0.46 -1.22 0.19 0.0850
S 0.528639 1.049697 0.012598 3.10 -1.31 0.02 0.7863
Cl 2.723681 -0.358698 0.016205 -2.94 1.73 0.06 -0.0635
```
Positions in Å, forces in eV/Å.

Repeat the fourth record exactly.
DFT (ωB97M-V/def2-TZVPD) results for ClNO2S as an isolated structure at a distorted geometry.

The multiplicity is 1. As for the net charge: 0. The energy comes out at -28937.574 eV. The LUMO energy is -0.127 hartree. Its maximum force is 3.415 eV Å⁻¹. The value obtained for the HOMO energy is -11.17 eV. The calculation puts the energy above the lowest of the compared OMol25 structures with the same formula, charge and spin at 1.863 eV.

Geometry as XYZ:
```
5
Properties=species:S:1:pos:R:3:forces:R:3:lowdin_charge:R:1
N -0.808359 -0.079199 0.013477 1.77 0.41 -0.33 -0.8073
O -1.761539 0.629977 -0.143782 -1.46 0.40 0.07 -0.0005
O -0.682422 -1.241775 0.101501 -0.46 -1.22 0.19 0.0850
S 0.528639 1.049697 0.012598 3.10 -1.31 0.02 0.7863
Cl 2.723681 -0.358698 0.016205 -2.94 1.73 0.06 -0.0635
```
Positions in Å, forces in eV/Å.

Q: Which formula does entry 4 have?
A: ClNO2S

Q: The highest net charge belongs to which entry?
A: FH8HfO4